# 1
The following is a quantum chemistry calculation of the molecule C4H6O, from OMol25.

Last column: Löwdin charge in e.
Positions of all 11 atoms, in Å:
C (1.90817, -0.54992, -0.08754)  -0.11
C (0.73175, 0.43372, -0.21389)  -0.05
C (-0.82285, 0.18223, -0.04374)  -0.18
C (-2.23249, 0.39354, 0.19828)  -0.08
O (-1.61137, -0.86650, 0.21491)  0.01
H (2.45340, -0.89789, -0.93095)  0.06
H (1.54032, -1.39538, 0.38061)  0.05
H (2.55821, 0.06413, 0.42741)  0.04
H (0.82218, 1.52971, -0.38508)  0.07
H (-2.50198, 0.66764, 1.12165)  0.07
H (-2.84535, 0.43873, -0.68167)  0.11

HOMO   -7.97 eV
Structure (SMILES)   C/C=C1/CO1
Gap between HOMO and LUMO   9.086 eV
E_tot   -231.08931 hartree
LUMO   1.120 eV
Energy above the lowest of the compared OMol25 structures with the same formula, charge and spin   3.657 eV

***

# 2
The following is a quantum chemistry calculation of a structure of composition C4H6O, from OMol25.

Last column: Löwdin charge in e.
Positions of all 11 atoms, in Å:
C (-1.49723, -0.31230, -0.40215)  0.04
C (-0.13762, -0.03896, 0.74207)  -0.16
C (1.21638, -0.19259, 0.04251)  -0.16
O (0.76597, 0.51917, -1.11842)  -0.10
C (-0.53035, 0.77128, -0.48496)  -0.34
H (-0.99709, -0.90008, 0.74606)  0.11
H (-1.14606, -1.14112, -1.03975)  0.07
H (-0.29751, 0.35877, 1.74256)  0.14
H (1.55223, -1.21707, -0.16586)  0.12
H (2.00739, 0.35894, 0.57172)  0.12
H (-0.81730, 1.82225, -0.47705)  0.14

HOMO   -8.90 eV
Gap between HOMO and LUMO   9.882 eV
E_tot   -231.06080 hartree
LUMO   0.985 eV
Energy above the lowest of the compared OMol25 structures with the same formula, charge and spin   4.433 eV

***

# 3
The following is a quantum chemistry calculation of the molecule C4H6O, from OMol25.

Last column: Löwdin charge in e.
Positions of all 11 atoms, in Å:
C (1.66106, 0.45724, -0.91750)  0.12
C (1.57284, -0.54454, -0.24495)  -0.08
C (0.54360, -0.84436, 0.77303)  -0.25
O (-0.26291, 0.32616, 0.81933)  -0.22
C (-1.29113, 0.44448, -0.14201)  -0.12
H (1.62120, 1.38870, -1.42487)  0.05
H (0.96259, -0.96113, 1.77620)  0.12
H (-0.04679, -1.73539, 0.52335)  0.12
H (-1.26735, -0.33440, -0.91691)  0.09
H (-1.26284, 1.41878, -0.65636)  0.09
H (-2.23026, 0.38448, 0.41070)  0.08

HOMO   -9.52 eV
Structure (SMILES)   C#CCOC
Gap between HOMO and LUMO   10.396 eV
E_tot   -231.11191 hartree
LUMO   0.873 eV
Energy above the lowest of the compared OMol25 structures with the same formula, charge and spin   3.042 eV

***

# 4
The following is a quantum chemistry calculation of the molecule C4H6O, from OMol25.

Last column: Löwdin charge in e.
Positions of all 11 atoms, in Å:
C (2.03589, 0.19679, -0.03317)  0.04
C (0.85087, -0.36026, 0.07446)  -0.12
C (-0.38103, 0.46287, 0.02530)  -0.46
C (-1.73269, -0.24992, -0.02369)  -0.02
O (-0.30553, 1.67914, 0.04718)  0.06
H (2.08495, 1.30099, -0.14673)  0.09
H (2.96160, -0.37587, 0.00203)  0.07
H (0.70884, -1.43911, 0.14416)  0.10
H (-2.30321, 0.14125, -0.87485)  0.09
H (-2.24324, -0.03162, 0.92466)  0.09
H (-1.67646, -1.32425, -0.13935)  0.06

HOMO   -9.80 eV
Structure (SMILES)   C=CC(C)=O
Gap between HOMO and LUMO   10.122 eV
E_tot   -231.22195 hartree
LUMO   0.325 eV
Energy above the lowest of the compared OMol25 structures with the same formula, charge and spin   0.048 eV